No. 1
Here is a gas-phase ion, C3H9N4 (charge +1) at a distorted geometry from the OMol25 dataset. Energies are from ωB97M-V/def2-TZVPD.

LUMO (spin up / spin down) (eV): -3.6 / -3.6
E (eV): -9206.202
HOMO energy (spin up / spin down) (eV): -11.091 / -11.091
Energy above the lowest of the compared OMol25 structures with the same formula, charge and spin (kcal/mol): 124.98
Net charge: +1
Gap between HOMO and LUMO (spin up / spin down) (eV): 7.47 / 7.47

The geometry in XYZ format:
```
16
Properties=species:S:1:pos:R:3:forces:R:3:lowdin_charge:R:1
C -0.161854 -2.191285 -0.909192 -0.539 1.250 0.278 -0.0762
C 0.390824 0.257540 -0.936896 -0.017 0.978 1.300 -0.1394
C 0.701566 0.490636 0.712018 -0.329 1.887 -0.309 -0.2982
N -0.081510 -1.050805 -1.105833 0.975 -0.823 0.478 0.1738
N -0.368036 0.973563 1.490492 0.157 0.151 0.074 -0.1361
N -0.521639 -3.413116 -0.814185 -0.768 -1.572 -1.944 0.2139
N -0.544248 2.432022 1.133486 2.381 -1.449 -1.477 0.0812
H -0.462513 0.930020 -1.216258 1.280 -0.318 -0.085 0.1254
H 1.426679 0.476729 -1.271703 -1.128 -0.492 -1.045 0.1239
H 1.015213 -0.479462 1.131000 0.233 0.489 -0.268 0.1059
H 1.542285 1.288099 0.578688 -0.627 -1.495 0.530 0.1181
H -0.881919 -3.867266 -1.657562 0.181 0.415 0.069 0.1583
H -0.434709 -4.097148 -0.098072 0.509 0.290 1.260 0.1376
H 0.064732 3.116443 1.595922 -0.407 -0.208 0.941 0.1538
H -1.519246 2.623432 1.196054 -0.745 0.538 0.052 0.1356
H -0.165626 2.510597 0.172041 -1.156 0.359 0.145 0.1224
```
Forces are in eV/Å.

=====

No. 2
Here is 2 unconnected molecules or ions with the total composition H4O2 from the OMol25 dataset. Energies are from ωB97M-V/def2-TZVPD.

LUMO (eV): 0.8
E (eV): -4159.779
HOMO energy (eV): -11.412
Energy above the lowest of the compared OMol25 structures with the same formula, charge and spin (kcal/mol): 3.69
Gap between HOMO and LUMO (eV): 12.20

The geometry in XYZ format:
```
6
Properties=species:S:1:pos:R:3:forces:R:3:lowdin_charge:R:1
O -17.812740 25.903440 23.967390 0.117 0.211 0.076 -0.0535
H -17.396990 25.045130 24.049160 0.122 -0.198 0.044 0.0279
H -18.616050 25.735040 23.474880 -0.281 -0.027 -0.133 0.0225
O -21.486190 24.583570 21.699270 0.168 -0.068 0.196 -0.0542
H -22.366310 24.958880 21.671770 -0.236 0.092 0.051 0.0291
H -21.172700 24.640510 20.796660 0.110 -0.011 -0.234 0.0282
```
Forces are in eV/Å.

=====

No. 3
Here is 5 unconnected molecules or ions with the total composition C32H41N4O8PSi at a distorted geometry from the OMol25 dataset. Energies are from ωB97M-V/def2-TZVPD.

LUMO (eV): -0.7
E (eV): -73344.620
HOMO energy (eV): -7.703
Energy above the lowest of the compared OMol25 structures with the same formula, charge and spin (kcal/mol): 0.00
Gap between HOMO and LUMO (eV): 6.97

The geometry in XYZ format:
```
87
Properties=species:S:1:pos:R:3:forces:R:3:lowdin_charge:R:1
C -3.299543 2.334753 6.287670 -0.111 -0.905 0.111 -0.0988
C -2.669675 1.086405 5.634103 0.173 0.710 0.240 -0.2508
C -1.825155 1.498189 4.432596 0.145 -0.487 -0.578 -0.2427
C -0.803626 0.441896 3.992983 -0.581 -0.352 0.637 -0.2259
C 0.241148 0.059558 5.047013 0.734 -0.046 -0.618 -0.2602
C 1.629445 0.732018 4.886589 -0.598 0.106 0.481 -0.3637
Si 1.646024 2.566432 4.417719 0.201 -0.817 0.259 0.4608
P 1.266895 3.085305 2.297004 0.582 1.399 -0.155 0.6725
C -0.504098 3.428658 1.926041 0.167 -0.512 -0.545 -0.3619
C 1.881374 1.760181 1.180542 -0.757 0.071 -0.179 -0.3684
H -4.273875 2.075640 6.699578 -0.218 0.219 -0.086 0.0620
H -2.703732 2.651323 7.138684 0.209 0.292 -0.050 0.0663
H -3.380491 3.137641 5.562678 -0.213 0.192 0.030 0.0648
H -3.430665 0.393056 5.292881 -0.135 -0.064 -0.015 0.0816
H -2.093936 0.571859 6.400377 0.167 -0.128 -0.044 0.0912
H -2.523600 1.592065 3.598927 -0.071 0.334 -0.070 0.1019
H -1.363147 2.477350 4.556088 0.090 0.048 0.269 0.0708
H -1.395308 -0.453574 3.790058 -0.030 -0.115 -0.127 0.1095
H -0.336695 0.704944 3.044476 0.149 0.124 -0.021 0.0687
H -0.102385 0.218981 6.064120 -0.280 0.150 0.030 0.0903
H 0.405044 -1.013169 4.952715 0.021 -0.152 0.184 0.0997
H 2.243780 0.126735 4.222074 0.128 0.197 -0.281 0.0623
H 2.118477 0.676756 5.861506 0.231 0.017 0.043 0.0560
H 0.779596 3.346660 5.332130 -0.133 0.051 -0.156 -0.0531
H 3.026454 3.040150 4.684860 0.019 0.009 -0.128 -0.0709
H -0.522866 3.979481 0.987715 0.067 0.095 -0.102 0.0207
H -1.123509 2.547382 1.772271 -0.149 -0.090 0.282 0.0209
H -0.930220 4.087479 2.673579 -0.019 -0.068 0.259 0.0283
H 2.940289 1.594341 1.340667 0.108 -0.179 0.267 0.0302
H 1.795221 2.149694 0.167682 -0.049 0.075 -0.114 0.0124
H 1.310312 0.832909 1.203277 0.161 -0.221 0.194 0.0144
C 3.858366 2.457695 -1.820217 0.016 0.027 -0.063 -0.0709
C 3.660061 3.113551 -3.029007 0.005 -0.102 0.085 -0.0601
C 3.630082 2.392792 -4.211604 -0.044 0.173 -0.100 -0.0033
C 3.797130 1.019734 -4.159774 -0.001 0.117 0.193 -0.1439
C 4.004114 0.352508 -2.965561 0.003 -0.198 0.116 0.0057
C 4.034122 1.080178 -1.788303 0.032 0.314 -0.041 -0.0646
N 3.740640 0.245401 -5.405158 -0.016 -0.115 -0.127 -0.3332
O 3.576733 0.850717 -6.448451 0.041 -0.106 0.149 0.0807
O 3.855348 -0.966563 -5.326661 -0.053 0.334 0.153 0.0629
H 3.873808 3.024066 -0.897702 0.023 0.009 -0.004 0.1049
H 3.523926 4.186048 -3.049797 0.006 0.004 -0.020 0.1091
H 3.474516 2.896149 -5.154088 -0.001 -0.114 -0.061 0.1187
H 4.139314 -0.719206 -2.946172 0.011 -0.001 -0.116 0.1118
H 4.191378 0.574661 -0.849689 0.021 -0.053 0.003 0.0869
C -0.918237 -3.576587 -1.737587 0.011 0.000 -0.001 -0.0668
C 0.126286 -4.425124 -2.080209 -0.072 0.092 0.040 -0.0608
C 1.434682 -4.061587 -1.807322 0.060 -0.181 -0.080 0.0013
C 1.674467 -2.847647 -1.188984 -0.218 -0.061 -0.016 -0.1441
C 0.647045 -1.986639 -0.846288 -0.082 0.175 0.082 0.0011
C -0.657835 -2.357883 -1.124919 0.007 -0.104 -0.053 -0.0613
N 3.057714 -2.464541 -0.880922 0.205 0.052 0.006 -0.3361
O 3.947115 -3.222746 -1.214593 -0.140 0.149 0.054 0.0882
O 3.236080 -1.398419 -0.314365 -0.070 -0.299 -0.010 0.0444
H -1.939116 -3.866365 -1.948550 0.000 0.003 -0.009 0.1084
H -0.078643 -5.372349 -2.559181 0.020 -0.005 -0.010 0.1100
H 2.250151 -4.717487 -2.073066 0.083 0.081 0.051 0.1211
H 0.854908 -1.040418 -0.368912 0.125 -0.026 -0.002 0.1044
H -1.472300 -1.697218 -0.861734 0.011 0.017 0.010 0.1093
C -10.096171 2.465083 4.917010 0.005 -0.002 -0.002 -0.0702
C -9.540272 1.270702 5.355566 -0.019 0.105 -0.051 -0.0644
C -8.229063 0.956733 5.037432 -0.031 -0.172 0.110 -0.0021
C -7.491873 1.851969 4.283558 -0.201 0.055 0.068 -0.1462
C -8.030669 3.043569 3.833324 0.002 0.189 -0.097 -0.0021
C -9.343442 3.347997 4.154275 -0.037 -0.094 0.066 -0.0642
N -6.094026 1.533191 3.961243 0.266 -0.028 -0.052 -0.3347
O -5.650273 0.469809 4.354733 -0.149 0.155 -0.113 0.0692
O -5.458219 2.352633 3.324011 -0.103 -0.158 0.096 0.0765
H -11.119158 2.709142 5.171424 -0.003 -0.003 -0.006 0.1075
H -10.128123 0.583779 5.948395 0.013 -0.017 0.001 0.1085
H -7.792474 0.029141 5.376064 0.114 0.035 -0.049 0.1193
H -7.440501 3.728199 3.242838 0.104 -0.076 0.015 0.1193
H -9.778628 4.276440 3.811540 0.016 0.008 -0.012 0.1085
C 5.726520 -2.814752 -8.108728 -0.009 -0.040 -0.017 -0.0618
C 6.168755 -3.972133 -8.737066 -0.064 0.092 0.068 -0.0690
C 5.258780 -4.938053 -9.134250 0.171 -0.106 -0.075 -0.0100
C 3.912881 -4.724628 -8.896023 0.129 0.162 0.068 -0.1514
C 3.456570 -3.579776 -8.266760 -0.105 0.100 0.061 0.0060
C 4.372640 -2.618221 -7.869693 0.157 -0.209 -0.289 -0.0583
N 2.941485 -5.738291 -9.332351 -0.150 -0.173 -0.045 -0.3524
O 3.373033 -6.744640 -9.865007 -0.081 0.170 0.087 0.0707
O 1.761016 -5.513145 -9.136342 0.198 -0.048 -0.030 0.0707
H 6.440798 -2.060858 -7.803441 -0.005 0.001 0.006 0.1083
H 7.224087 -4.122005 -8.920078 -0.001 -0.021 -0.007 0.1056
H 5.597359 -5.839550 -9.622344 -0.124 -0.037 -0.018 0.1168
H 2.402318 -3.432880 -8.085490 -0.026 -0.100 -0.067 0.1195
H 4.033262 -1.723274 -7.383628 -0.059 0.074 0.038 0.0679
```
Forces are in eV/Å.

=====

No. 4
Here is 8 unconnected molecules or ions with the total composition C24H48FNO14S4 at a distorted geometry from the OMol25 dataset. Energies are from ωB97M-V/def2-TZVPD.

LUMO (eV): -0.1
E (eV): -101868.436
HOMO energy (eV): -8.930
Energy above the lowest of the compared OMol25 structures with the same formula, charge and spin (kcal/mol): 0.00
Gap between HOMO and LUMO (eV): 8.81

The geometry in XYZ format:
```
92
Properties=species:S:1:pos:R:3:forces:R:3:lowdin_charge:R:1
N -0.069088 -0.457691 0.234539 -0.218 7.948 -1.708 0.3468
H 0.346237 -0.232783 -0.642481 0.298 -0.487 -1.332 0.1112
H 0.673981 -0.518292 0.835583 2.087 0.244 2.648 0.0398
H -0.617526 -1.186710 0.228931 -3.891 -5.132 -0.410 0.0338
H -0.723363 0.449497 0.278103 1.239 -2.403 0.428 0.1782
F -2.591697 -0.090456 -1.069318 0.918 0.040 0.153 -0.6490
C 3.985910 -3.349284 3.107522 -0.903 -1.661 -2.677 -0.0327
C 2.586083 -3.324839 3.629244 -0.532 0.594 0.781 -0.2901
C 1.882345 -1.921061 3.363549 0.548 -2.527 1.483 -0.0384
O 0.787764 -2.289218 2.473714 0.226 2.400 1.146 0.0640
C 0.884548 -3.523724 2.091931 -0.343 -3.802 -4.742 -0.5434
O 0.296903 -4.008186 1.078597 1.420 1.933 3.991 0.0757
O 1.853080 -4.214818 2.729824 -0.677 0.624 0.791 0.0670
H 4.752030 -2.734386 3.415318 1.080 1.985 1.620 0.0494
H 3.811559 -2.954353 2.012821 0.900 -1.601 1.532 0.1411
H 4.416470 -4.378578 3.292438 -0.596 0.871 -1.115 0.1135
H 2.492016 -3.676526 4.717779 -0.131 0.376 -1.670 0.1701
H 2.618753 -1.268993 2.915103 -0.444 0.485 -0.401 0.1139
H 1.564789 -1.606856 4.367694 -0.530 0.565 -0.845 0.1334
C -3.018300 -2.333504 -4.358883 -0.954 -2.703 2.356 -0.0508
C -2.633350 -0.873767 -4.264460 -0.840 1.496 -1.108 -0.2593
C -1.099053 -0.659077 -4.154899 0.167 -1.448 1.748 -0.1432
O -0.708229 -0.021398 -5.307601 0.576 2.126 -1.260 0.0336
C -1.757815 0.287193 -6.090212 0.027 -2.318 -3.459 -0.5815
O -1.658503 0.527073 -7.284603 0.136 0.990 2.208 0.1135
O -2.894334 -0.129599 -5.553433 -0.416 -0.239 1.449 0.0667
H -2.847672 -3.031175 -5.230131 0.809 1.489 0.498 0.0951
H -4.148373 -2.585807 -4.201396 1.906 1.022 0.194 0.1042
H -2.410862 -2.783191 -3.401965 -1.680 0.708 -2.246 0.1227
H -3.283535 -0.318400 -3.525879 1.193 -0.900 -0.348 0.1483
H -0.585466 -1.661419 -4.281425 -0.486 0.951 1.149 0.1475
H -0.784011 -0.047731 -3.248185 -0.487 -1.087 -0.889 0.1258
C -3.017312 -5.253543 0.202368 -0.936 0.346 0.741 -0.1824
C -2.884164 -4.111507 -0.808506 -6.612 -3.259 4.303 -0.1242
C -4.154305 -3.327052 -0.663792 -1.505 -1.330 0.231 -0.1850
S -5.088466 -3.917853 0.759161 -0.208 0.862 0.180 0.7160
O -6.034224 -4.913498 0.288127 -0.333 0.591 0.456 -0.3296
O -5.430519 -2.786371 1.648702 -0.141 -1.727 -1.290 -0.3451
C -3.699439 -4.767058 1.409472 -4.015 -1.696 2.416 -0.2688
H -2.211040 -5.726446 0.581602 3.615 -1.174 0.348 0.0830
H -3.652384 -6.048162 -0.000507 -1.180 -1.547 -1.944 0.1007
H -2.656254 -4.455675 -1.663675 1.319 -2.382 -6.458 0.0527
H -2.240903 -3.500166 -0.503370 5.966 4.639 2.421 0.0361
H -4.828818 -3.108564 -1.441250 -0.780 -0.542 -1.374 0.0990
H -3.920592 -2.406566 -0.343372 1.114 3.689 1.093 0.0391
H -4.100204 -5.291768 2.428125 0.672 -0.408 -3.035 0.1859
H -3.298862 -4.067907 1.971089 3.108 4.090 1.914 0.0312
C -1.007133 3.387230 -3.682393 -0.875 -0.318 1.936 -0.1819
C -2.097057 3.201694 -2.604114 2.903 0.636 1.709 -0.1630
C -1.574098 3.967053 -1.278824 1.415 -3.138 -3.728 -0.1245
S 0.275083 3.758522 -1.321376 -7.605 -7.270 -2.656 0.5718
O 0.559202 2.642559 -0.510297 1.018 -2.216 2.147 -0.3174
O 0.859730 4.935799 -1.131714 4.901 8.679 1.153 -0.2268
C 0.357621 3.132105 -2.980013 0.141 4.353 -3.040 -0.1978
H -1.215186 4.332426 -4.117867 0.642 0.903 -0.660 0.1055
H -1.419831 2.601631 -4.265550 1.108 -0.643 -1.775 0.0866
H -2.210587 2.120386 -2.464640 -0.115 0.231 0.798 0.0915
H -2.984341 3.582869 -2.981326 -1.833 0.803 -0.383 0.0898
H -1.967258 3.322783 -0.599948 -0.707 -1.421 2.926 0.0442
H -1.912703 4.919082 -1.175678 -0.629 2.863 0.137 0.0627
H 0.541778 2.159442 -3.157733 0.685 -3.695 0.701 0.0433
H 1.236530 3.618196 -3.529151 -1.227 -0.126 0.805 0.1344
C 5.745752 2.869405 0.251229 -1.889 1.181 -2.579 -0.1590
C 5.311400 2.549111 -1.292290 -6.687 2.632 6.396 -0.2082
C 4.801225 1.219368 -1.364325 -3.170 -5.908 0.525 -0.2546
S 4.221406 0.790142 0.343565 3.856 -0.538 0.636 0.6778
O 5.197522 -0.170396 0.944904 -1.899 1.514 -0.904 -0.3651
O 2.842915 0.481465 0.290852 -2.261 -0.959 0.274 -0.3427
C 4.523708 2.426966 1.040832 1.981 -1.278 2.074 -0.2412
H 5.779097 3.971028 0.212487 0.577 -0.486 0.659 0.1196
H 6.637435 2.380338 0.546626 0.950 -0.254 0.205 0.0977
H 5.987475 2.514828 -1.922889 6.861 1.319 -5.928 0.0211
H 4.405954 3.251706 -1.545906 2.107 -0.837 0.294 0.1681
H 5.531243 0.329097 -1.508933 -0.916 1.762 -0.223 0.1369
H 3.797751 0.994758 -1.969640 2.413 0.677 0.923 0.1454
H 4.719537 2.380604 2.213385 -0.857 0.062 -2.672 0.1660
H 3.703037 2.991623 0.703595 -1.327 0.881 0.317 0.0658
C -1.659012 2.584853 3.700221 0.256 -4.486 -0.517 -0.1445
C -0.816343 2.048935 4.928698 1.940 2.181 -2.951 -0.1746
C 0.645205 2.640447 4.713948 -2.643 0.157 2.190 -0.2294
S 0.892762 2.519762 3.052929 2.185 0.933 -1.610 0.5958
O 1.017389 1.150206 2.700730 -0.017 -2.389 -0.318 -0.3004
O 1.995113 3.375288 2.655187 -0.860 0.065 0.113 -0.3030
C -0.690534 3.000070 2.521785 -0.685 2.907 4.177 -0.2113
H -2.291536 3.335388 4.156819 -0.428 0.200 -1.021 0.1001
H -2.179839 1.509161 3.436031 0.326 3.354 0.076 0.1709
H -0.769106 1.001539 4.919598 0.166 -1.374 0.093 0.0825
H -1.306532 2.401114 5.761607 -0.596 0.617 2.223 0.0787
H 1.286105 1.972536 5.217994 1.378 -0.228 0.587 0.0955
H 0.742961 3.703414 4.972193 0.044 -0.420 0.296 0.1252
H -0.794184 2.592062 1.604661 -0.828 -1.204 -2.950 0.0264
H -0.623463 4.103594 2.492738 -0.284 -0.410 -0.425 0.1265
```
Forces are in eV/Å.

=====

No. 5
Here is 2 unconnected molecules or ions with the total composition C3H12NO at a distorted geometry from the OMol25 dataset. Energies are from ωB97M-V/def2-TZVPD.

LUMO (eV): -3.3
E (eV): -6836.924
HOMO energy (eV): -16.267
Energy above the lowest of the compared OMol25 structures with the same formula, charge and spin (kcal/mol): 11.31
Net charge: +1
Gap between HOMO and LUMO (eV): 13.01

The geometry in XYZ format:
```
17
Properties=species:S:1:pos:R:3:forces:R:3:lowdin_charge:R:1
C 0.961575 1.783289 -1.118445 -0.253 -2.319 -0.890 -0.0412
C 0.314692 1.030147 0.045137 -0.080 0.656 0.156 -0.4028
C -1.203048 1.144214 0.068674 0.736 1.533 1.522 -0.0431
N 0.729268 -0.420292 -0.000467 0.014 -0.878 -0.539 0.2044
H 2.017244 1.459421 -1.137360 -0.136 1.049 -0.060 0.0942
H 0.528590 1.348601 -2.056002 0.217 0.467 0.495 0.1039
H 0.732221 2.840275 -1.131177 0.443 0.131 0.273 0.0950
H 0.739917 1.425311 0.981976 -0.366 -0.244 -0.206 0.1549
H -1.763791 0.787330 -0.783076 0.109 -0.120 -0.234 0.0931
H -1.306183 2.241276 0.199485 -0.520 -0.488 -0.502 0.1066
H -1.581310 0.780854 1.027293 -0.203 -0.435 -0.282 0.0897
H 1.532614 -0.678359 0.574751 0.026 0.286 0.052 0.1765
H -0.022006 -1.076480 0.262261 -0.129 -0.029 0.364 0.1090
H 0.959551 -0.708861 -0.954475 0.109 0.184 -0.080 0.1680
H -1.006315 -3.578361 0.400703 1.038 0.243 -0.704 0.0779
H -1.368089 -2.915811 1.554718 0.478 0.913 0.707 0.0720
O -0.638513 -2.834455 0.916825 -1.484 -0.950 -0.072 -0.0580
```
Forces are in eV/Å.